This record from the OMol25 dataset describes a 2-piece molecular cluster, C3H6N2O overall in a non-equilibrium geometry. The level of theory is ωB97M-V with the def2-TZVPD basis set.

As for the LUMO energy (spin up / spin down): 0.265 / -0.002 eV. As for the electronic energy: -8231.875 eV.

```
! wB97M-V def2-TZVPD RIJCOSX def2/J DEFGRID3
* xyz 0 1
C 1.66142 1.10727 0.03497
C -1.52730 0.54599 -0.19503
C -0.33066 -1.05794 0.95911
N 1.80465 0.09766 0.76298
N -0.76759 -0.59344 -0.24694
O -2.08678 0.80223 0.85092
H 2.54584 1.81725 0.05236
H 0.86650 1.29601 -0.59973
H -1.53902 1.33840 -1.01857
H 0.08002 -2.06274 1.07069
H -0.60190 -0.69826 1.97496
H -0.17885 -0.75703 -1.01597
*
```

---

This record from the OMol25 dataset describes a 15-piece molecular cluster, C52H108N17O27 overall in a non-equilibrium geometry. The level of theory is ωB97M-V with the def2-TZVPD basis set.

As for the LUMO energy: -5.300 eV. As for the electronic energy: -136239.351 eV.

```
! wB97M-V def2-TZVPD RIJCOSX def2/J DEFGRID3
* xyz 3 1
C -2.94095 -1.69664 4.65093
N -2.56794 -1.22100 3.36696
C -1.56013 -1.86541 2.77572
C -1.28782 -1.60820 1.42783
C -2.01612 -0.63846 0.80933
C -3.01663 0.08681 1.48217
C -3.25187 -0.22594 2.76880
C -1.81246 -0.23220 -0.61565
C -0.61487 0.16255 -1.12673
C -0.50383 0.31614 -2.47630
N -1.61310 0.08390 -3.23026
C -2.81955 -0.22231 -2.72362
C -3.00620 -0.26839 -1.36684
C -1.55082 -0.05940 -4.70867
H -3.00399 -0.91331 5.37186
H -2.23392 -2.40464 5.02276
H -3.95978 -2.14204 4.48931
H -1.00625 -2.55197 3.36988
H -0.49789 -2.18479 1.05050
H -3.47001 0.87859 0.89552
H -4.04693 0.25525 3.27924
H 0.26255 0.39165 -0.52986
H 0.42580 0.45132 -3.02803
H -3.57943 -0.34457 -3.45715
H -3.93312 -0.66050 -1.01390
H -2.25589 0.67057 -5.11118
H -1.79346 -1.14146 -4.88008
H -0.54419 0.13153 -5.09214
C 1.01417 -4.92024 -5.91766
N 0.48633 -5.27422 -4.59989
C -0.05158 -4.34429 -3.87079
C -0.60027 -4.66281 -2.66118
C -0.61959 -5.98637 -2.23988
C -0.15261 -6.96472 -3.08183
C 0.39873 -6.58418 -4.27450
C -1.24528 -6.26778 -0.88975
C -2.61111 -6.34498 -0.70178
C -3.13950 -6.33920 0.56835
N -2.30526 -6.45051 1.64215
C -0.99400 -6.30688 1.45752
C -0.43824 -6.10202 0.21791
C -2.92214 -6.31190 3.02850
H 1.12294 -3.82883 -5.94255
H 0.37958 -5.32542 -6.73896
H 1.99525 -5.39823 -5.92317
H -0.02249 -3.31985 -4.16394
H -1.10763 -3.91900 -2.06157
H -0.20673 -8.01805 -2.85271
H 0.82312 -7.27418 -4.98234
H -3.24802 -6.39369 -1.61736
H -4.24747 -6.31205 0.73983
H -0.37756 -6.21960 2.38592
H 0.61774 -5.90068 0.21734
H -3.32731 -7.32111 3.24050
H -3.69083 -5.60228 2.87344
H -2.16206 -5.87682 3.70952
C 5.71344 2.23832 -5.52826
C 4.46610 2.98547 -5.77337
C 3.40259 2.17483 -6.47471
O 2.25711 2.89209 -6.75307
C 1.42526 2.18652 -7.70877
N 3.86371 3.43699 -4.46139
H 4.52782 3.96364 -3.89849
H 2.96507 3.92975 -4.49890
H 3.83130 2.50293 -3.85712
H 6.33504 2.48401 -4.64569
H 6.37605 2.31835 -6.41548
H 5.48675 1.18386 -5.38543
H 4.67341 3.91920 -6.37692
H 3.21738 1.31107 -5.83188
H 3.79893 1.77576 -7.41987
H 0.58266 2.83110 -7.83521
H 1.19534 1.18500 -7.28747
H 1.91099 2.04905 -8.71181
C -6.44256 4.85783 0.96242
C -5.92466 4.08538 2.10132
C -6.42523 2.56476 2.08776
O -5.99113 2.03098 3.34505
C -6.91956 2.24042 4.41056
N -4.39283 4.10733 2.06609
H -3.92411 3.74233 1.19509
H -4.13743 5.09415 2.14618
H -3.93499 3.59342 2.82376
H -5.78445 4.65954 0.09594
H -6.19305 5.91091 1.03603
H -7.47277 4.68049 0.65110
H -6.09038 4.53328 3.11615
H -5.84001 2.02688 1.28496
H -7.47252 2.50949 1.84264
H -7.50294 3.13366 4.31382
H -6.27491 2.43480 5.26629
H -7.57449 1.36988 4.63342
C 0.92738 -0.65443 10.30702
N 0.43942 -1.16748 8.94686
C 1.56169 -1.53780 8.10919
C -0.32181 -2.48171 9.18345
C -0.54331 -0.26456 8.35461
C -0.13729 1.20778 8.21588
O 0.85617 1.38227 7.17988
H 1.57050 0.22487 10.11211
H 1.53339 -1.40120 10.77771
H 0.08505 -0.26591 10.89793
H 2.10493 -0.67143 7.73708
H 1.14817 -2.01823 7.18903
H 2.27695 -2.19785 8.60463
H -0.76726 -2.78394 8.20400
H -1.11316 -2.25674 9.87888
H 0.34700 -3.32232 9.46458
H -1.47333 -0.35298 8.95624
H -0.64234 -0.71993 7.34831
H 0.24540 1.59872 9.14715
H -1.10128 1.67497 7.95648
H 0.38060 1.77908 6.41661
C -1.91785 3.71841 -5.76490
N -1.37992 5.09724 -5.57898
C -0.23980 5.28919 -6.53610
C -2.49309 6.00559 -6.01599
C -1.10122 5.35252 -4.12133
C 0.13029 4.68653 -3.56114
O 1.39123 5.20663 -4.00610
H -2.53849 3.43726 -4.91754
H -1.05069 3.03890 -5.76511
H -2.39599 3.58270 -6.70579
H 0.45734 4.50984 -6.26284
H 0.21123 6.30164 -6.39917
H -0.54253 5.31349 -7.57871
H -2.92981 5.79279 -6.95584
H -2.02299 6.96270 -6.13640
H -3.25590 6.12113 -5.30137
H -2.00674 4.97750 -3.58530
H -0.94714 6.40188 -4.00020
H 0.06059 3.61165 -3.66929
H 0.03073 4.92332 -2.48152
H 1.51442 5.91704 -3.34260
C 3.48981 3.45178 4.21886
N 2.75911 2.63003 3.24096
C 3.50923 2.52649 1.97606
C 2.48088 1.22524 3.73261
C 1.49406 3.42288 2.97771
C 0.24892 2.73937 2.37945
O 0.48269 2.09103 1.11719
H 3.75254 4.37724 3.70585
H 4.39688 2.92608 4.58550
H 2.92316 3.67831 5.15017
H 3.77522 3.49086 1.61698
H 2.89163 1.99971 1.26683
H 4.41445 1.94733 2.18584
H 3.37382 0.80621 4.18453
H 2.22993 0.66698 2.84276
H 1.64665 1.34465 4.51672
H 1.71195 4.24653 2.31308
H 1.21305 3.70519 3.98825
H -0.47013 3.53984 2.24118
H -0.17161 1.98471 3.06491
H 0.45029 2.74210 0.40435
C 3.85794 -2.47067 -1.23626
N 5.28005 -2.70822 -1.64279
C 5.44942 -3.94056 -2.40118
C 5.76784 -1.58272 -2.52261
C 6.22331 -2.69733 -0.49701
C 5.96923 -3.66669 0.63424
O 4.82237 -3.30506 1.38454
H 3.50790 -3.22312 -0.51521
H 3.20023 -2.48344 -2.10162
H 3.84849 -1.51358 -0.78210
H 4.84619 -3.88234 -3.33240
H 5.13099 -4.80586 -1.81070
H 6.50022 -4.10884 -2.61595
H 5.89929 -0.69965 -1.92523
H 5.02702 -1.40729 -3.31122
H 6.69952 -1.92807 -2.95142
H 6.24029 -1.69183 -0.08759
H 7.20320 -2.99539 -0.98278
H 6.83485 -3.72439 1.24982
H 5.88541 -4.63935 0.14134
H 4.79459 -3.83010 2.17616
N -3.83920 -3.01279 0.73372
O -3.11582 -2.85256 -0.27287
O -4.82707 -2.25115 0.91381
O -3.57165 -3.89737 1.60816
N -2.42939 3.42209 -1.14739
O -3.56062 3.22357 -0.64743
O -1.54005 4.00339 -0.46495
O -2.26843 3.04451 -2.33760
N -3.51490 -3.23630 -4.04454
O -2.29475 -2.94492 -4.05827
O -3.91628 -4.38966 -3.85499
O -4.28069 -2.28942 -4.08114
N 3.30712 1.54257 -1.70061
O 3.02459 0.63534 -0.88464
O 2.67541 2.63153 -1.66170
O 4.21461 1.43967 -2.54063
N 0.62124 -3.42459 4.37119
O 1.57151 -2.70308 4.47062
O 0.34779 -4.03051 3.32570
O -0.19767 -3.64558 5.28297
N 2.64805 -1.93716 -4.71839
O 2.70582 -2.90205 -3.93527
O 1.67316 -1.90018 -5.51538
O 3.42257 -0.96249 -4.67889
N -1.41752 2.93909 4.86122
O -2.42115 3.44917 4.30076
O -1.34031 1.69005 4.94673
O -0.51811 3.68101 5.37229
*
```

---

This record from the OMol25 dataset describes C27H34BrN5O2PtS2Si as an isolated structure in a non-equilibrium geometry. The level of theory is ωB97M-V with the def2-TZVPD basis set.

As for the LUMO energy: -5.717 eV. As for the electronic energy: -142919.834 eV.

```
! wB97M-V def2-TZVPD RIJCOSX def2/J DEFGRID3
* xyz 2 1
Pt 0.13967 0.43328 -0.46549
O -2.52327 0.00590 3.07277
C -2.86080 1.32515 3.14012
C -3.77184 1.69274 4.12731
C -4.17063 3.00795 4.25787
C -3.66058 3.98751 3.41093
C -2.74516 3.62529 2.44345
C -2.33751 2.29760 2.28418
C -1.32408 2.01625 1.20245
O -0.82524 0.69389 1.23064
N -1.89616 2.24510 -0.11523
N -1.11119 1.83233 -1.13756
C -1.38902 2.04342 -2.37309
C -0.57498 1.49962 -3.43753
Br 0.98621 0.53845 -2.82466
C -0.79140 1.55811 -4.75404
C -1.86069 2.32349 -5.40512
C -2.17226 3.62857 -5.01839
C -3.18707 4.31927 -5.66031
C -3.89830 3.71288 -6.68652
C -3.57816 2.42335 -7.09075
C -2.55331 1.73527 -6.46496
H -1.95900 -0.10283 2.28528
H -4.16460 0.91993 4.77459
H -4.88498 3.27407 5.02525
H -3.96750 5.01859 3.51381
H -2.31608 4.38938 1.80251
H -0.47188 2.70489 1.32731
H -2.73220 2.78209 -0.28773
H -2.27689 2.60486 -2.64238
H -0.13685 0.98585 -5.40415
H -1.58169 4.12493 -4.25749
H -3.41148 5.33739 -5.37254
H -4.68880 4.25452 -7.18795
H -4.12028 1.95888 -7.90292
H -2.29600 0.73439 -6.78921
C 4.13438 -5.95806 -0.68888
Si 4.08851 -4.31291 0.17780
C 3.99939 -4.53040 2.02944
C 5.53224 -3.25868 -0.35284
C 2.40563 -3.49521 -0.32321
C 1.47019 -4.28449 -0.99061
C 0.20311 -3.80617 -1.30376
C -0.11673 -2.51935 -0.95167
N 0.76124 -1.71324 -0.32013
C 1.96325 -2.20060 -0.02212
S 3.17166 -1.19825 0.85945
H 5.11983 -6.40549 -0.54365
H 3.97941 -5.87108 -1.76619
H 3.40130 -6.66002 -0.28720
H 4.89436 -5.03272 2.40201
H 3.13862 -5.14629 2.29917
H 3.91892 -3.57974 2.56066
H 6.43612 -3.86717 -0.26933
H 5.68777 -2.37086 0.25919
H 5.44759 -2.94618 -1.39555
H 1.73048 -5.29762 -1.26777
H -0.52664 -4.42399 -1.80693
H -1.09209 -2.09841 -1.15105
C 0.42915 -1.46849 4.38820
N 1.03280 -1.06488 3.11758
C 1.38576 0.16670 2.83436
S 2.22137 0.51972 1.28695
N 1.14959 1.16273 3.65587
C 1.55994 2.56198 3.51449
H 0.37169 -2.55219 4.40730
H -0.58084 -1.06362 4.47613
H 1.05694 -1.14408 5.21896
H 1.15698 -1.75912 2.39794
H 0.62286 0.94107 4.49109
H 1.84817 2.77592 2.49001
H 2.39711 2.77629 4.17593
H 0.71397 3.19250 3.77792
*
```

---

This record from the OMol25 dataset describes C10H27N3O2PPtS2 as an isolated structure in a non-equilibrium geometry. The level of theory is ωB97M-V with the def2-TZVPD basis set.

As for the expectation value of S²: 6.0160. As for the LUMO energy (spin up / spin down): -8.930 / -13.268 eV. As for the electronic energy: -53550.533 eV.

```
! wB97M-V def2-TZVPD RIJCOSX def2/J DEFGRID3
* xyz 3 5
Pt -1.50971 -0.17480 1.44162
N -2.65370 -2.03553 1.68022
C -3.49687 -1.85332 2.89729
C -4.02580 -0.43087 2.84137
N -2.93624 0.60870 2.69534
C -2.32043 0.94188 4.01600
C -1.17624 0.00672 4.39164
N -0.26269 -0.14512 3.24041
H -3.27724 -2.08874 0.85579
H -2.15543 -2.92061 1.67190
H -2.89109 -2.06402 3.79804
H -4.37591 -2.51486 2.81849
H -4.62630 -0.15832 3.69451
H -4.67153 -0.35138 1.97043
H -3.37650 1.43673 2.29226
H -3.07860 0.95186 4.78870
H -1.97280 1.98057 3.92069
H -1.53912 -1.00921 4.59343
H -0.64478 0.38061 5.27281
H 0.41798 -0.92318 3.32836
H 0.33265 0.67655 3.11919
C -0.33369 0.76100 -4.14903
C 0.87054 -0.08348 -4.24384
C 0.79137 -1.45767 -4.88505
O 1.51376 -0.10734 -2.74325
P 1.19514 0.29498 -1.31383
S 0.29893 2.16036 -1.06364
S -0.44377 -0.67800 -0.69088
O 2.38695 0.47030 -0.42521
C 3.86101 0.80799 -0.68499
C 4.54454 -0.15073 -1.63991
C 3.80286 2.19987 -1.29044
H -0.72878 0.94816 -5.14097
H -0.08581 1.72326 -3.72217
H -1.12774 0.27785 -3.63207
H 1.67700 0.46126 -4.68975
H 0.04896 -2.06320 -4.41421
H 1.72934 -2.00408 -4.95740
H 0.52666 -1.14999 -5.88626
H 4.19907 0.75643 0.32226
H 4.02663 -0.08313 -2.63427
H 4.45198 -1.20199 -1.34719
H 5.55059 0.25847 -1.75720
H 3.37211 2.06659 -2.30097
H 4.81950 2.56353 -1.41077
H 3.29319 2.91590 -0.62741
*
```

---

This record from the OMol25 dataset describes C2I3O2 as an isolated structure in a non-equilibrium geometry. The level of theory is ωB97M-V with the def2-TZVPD basis set.

As for the LUMO energy (spin up / spin down): 2.942 / 2.942 eV. As for the electronic energy: -30471.669 eV.

```
! wB97M-V def2-TZVPD RIJCOSX def2/J DEFGRID3
* xyz -1 1
C -1.75236 0.85943 -1.33109
C 0.75338 -0.87845 0.97480
O -1.48180 -0.22368 -1.37248
O -1.98311 2.00364 -1.52286
I 0.84919 0.92025 2.17877
I 1.97346 -2.36995 2.07715
I 1.64123 -0.31124 -1.00430
*
```

---

This record from the OMol25 dataset describes C33H46As3BHgN9S as an isolated structure in a non-equilibrium geometry. The level of theory is ωB97M-V with the def2-TZVPD basis set.

As for the expectation value of S²: 0.7717. As for the LUMO energy (spin up / spin down): 3.608 / 3.608 eV. As for the electronic energy: -246575.765 eV.

```
! wB97M-V def2-TZVPD RIJCOSX def2/J DEFGRID3
* xyz -2 2
Hg 2.07670 0.44096 -1.36925
N 3.82585 -2.93726 -5.34193
C 2.69327 -2.21606 -5.14039
S 2.69441 -0.61140 -4.57799
N 1.56441 -2.92320 -5.32719
N 0.57343 -2.10501 -5.23835
C -0.65444 -2.46654 -5.44376
C -1.81145 -1.65847 -5.26546
C -3.04115 -2.05197 -5.82693
C -4.14434 -1.21512 -5.73415
C -4.06253 -0.00261 -5.05060
C -2.87043 0.21287 -4.37598
N -1.78375 -0.55119 -4.47809
H 4.72649 -2.52254 -5.23297
H 3.75431 -3.93715 -5.46798
H -0.78858 -3.52975 -5.75990
H -3.09637 -3.02411 -6.31035
H -5.02389 -1.57956 -6.27045
H -4.88729 0.76480 -5.11601
H -2.74220 1.09076 -3.72888
C -1.08680 3.50585 0.05453
As -2.24012 1.98439 0.55050
C -3.83056 3.13347 0.89119
C -1.55806 1.57653 2.44958
C -2.00529 0.30080 3.06795
C -3.49220 -0.05663 2.67074
C -1.05583 -0.84295 2.67589
As -0.88859 -1.24664 0.73039
C 0.14713 -2.90384 0.88194
C -2.61972 -2.17333 0.28925
C -1.81915 0.34819 4.61871
As -2.96879 1.46187 5.82739
C -3.64037 3.02509 4.78927
C -4.63496 0.30662 6.02852
H -1.06625 4.17849 0.93812
H -1.42741 4.02420 -0.87826
H -0.11124 3.04588 -0.05221
H -3.69256 3.94797 1.62958
H -4.76231 2.57282 1.11123
H -3.97734 3.61877 -0.08215
H -2.00502 2.46490 2.99162
H -0.44873 1.81997 2.43916
H -3.57151 -0.36320 1.62064
H -4.13353 0.79981 2.84043
H -3.84463 -0.87618 3.29454
H -1.36126 -1.78389 3.08560
H 0.00114 -0.62944 2.90872
H -0.38741 -3.65675 1.47549
H 1.12719 -2.64866 1.33434
H 0.29387 -3.29706 -0.11710
H -2.93033 -2.83316 1.10794
H -2.46274 -2.74524 -0.63896
H -3.40388 -1.46416 0.01554
H -0.80172 0.75192 4.89207
H -1.92179 -0.68579 4.98203
H -2.83584 3.62823 4.35115
H -4.24837 3.63409 5.45653
H -4.26347 2.71763 3.96399
H -5.00611 0.07043 5.01941
H -5.47296 0.85942 6.58440
H -4.40042 -0.57177 6.61295
B 2.98849 4.17634 -1.75771
N 3.23982 3.45497 -0.42454
C 4.41020 3.38245 0.29736
C 4.08620 2.99400 1.60003
C 2.69278 2.84443 1.59113
N 2.18413 3.10752 0.34621
N 1.95884 3.40704 -2.58130
C 1.32310 3.99187 -3.65609
C 0.44482 3.09360 -4.25259
C 0.51806 1.91953 -3.44285
N 1.38903 2.17136 -2.37365
H 4.02343 4.30839 -2.37615
H 2.55792 5.31692 -1.61869
H 5.32356 3.69189 -0.17964
H 4.72349 2.94772 2.46532
H 2.02614 2.66012 2.42564
H 1.56353 5.03179 -3.92128
H -0.28819 3.25237 -5.01854
H 0.04897 0.94667 -3.53441
N 7.14005 -6.53614 3.77507
C 6.29888 -5.91556 3.25228
C 5.39603 -5.07407 2.51945
C 4.54425 -4.13842 3.18901
C 3.95432 -3.10744 2.48306
C 4.05929 -3.08501 1.07656
C 4.80032 -4.10595 0.42236
C 5.42542 -5.11992 1.10964
C 3.46173 -2.06653 0.31511
C 2.91040 -1.13906 -0.32691
H 4.46309 -4.34440 4.26854
H 3.35182 -2.36254 3.00770
H 4.69730 -4.07791 -0.65923
H 6.08821 -5.80212 0.62310
*
```

---

This record from the OMol25 dataset describes one molecule with the formula C3H7N3S in a non-equilibrium geometry. The level of theory is ωB97M-V with the def2-TZVPD basis set.

The structure (SMILES) is [H]/N=C(\C)N/C=N\S. As for the LUMO energy: 0.623 eV. As for the electronic energy: -18528.918 eV.

```
! wB97M-V def2-TZVPD RIJCOSX def2/J DEFGRID3
* xyz 0 1
H -0.52995 -2.03114 -0.70406
N 0.05242 -1.20892 -0.70770
C -0.57397 -0.24620 -0.15158
C -2.03333 -0.25868 0.33214
N 0.17017 0.90350 0.09895
C 1.48839 1.29758 -0.25744
N 2.58453 0.72214 -0.26993
S 3.01011 -0.77760 0.25013
H -2.69075 0.54015 -0.11517
H -2.44719 -1.26772 0.02453
H -2.04560 -0.21965 1.41258
H -0.38357 1.64690 0.44000
H 1.53355 2.38130 -0.50631
H 1.86518 -1.48166 0.15383
*
```

---

Short version: relative energy (zero: lowest compared OMol25 entry of this formula, charge and spin) = 465.4 0.0 59.0 0.0 73.4 52.9 149.8 kJ/mol, in the order given.